Here is a cluster of 3 separate species, C15H30FN4O8P3S2 in total in a non-equilibrium geometry from the Open Molecules 2025 dataset. Energies are from ωB97M-V/def2-TZVPD.

Structure (XYZ):
```
63
Properties=species:S:1:pos:R:3
H 2.642 -2.744 -0.602
H -3.297 1.276 -5.945
H 3.348 3.700 0.909
O 0.060 1.080 -1.818
O 0.577 0.373 2.546
H -4.388 0.613 -4.735
N 2.850 -1.666 2.591
H -1.626 -5.798 -0.637
N 5.193 1.952 2.679
O 0.816 2.144 0.288
O -0.417 -4.956 -3.037
C -3.591 2.110 -2.572
H 1.640 -3.060 1.652
H 2.447 0.155 0.274
O -2.172 -5.153 -1.116
H -0.996 -1.439 3.065
C 3.224 3.512 1.977
C 0.211 -0.466 1.808
H -3.554 3.041 -2.006
H -2.488 -3.446 -3.620
C 2.946 4.608 4.250
H 3.819 -1.635 0.047
C -1.512 -1.876 1.059
S -4.571 -0.787 0.056
O -2.394 -3.286 -2.663
H 2.921 5.558 4.784
H 4.229 5.297 2.658
H 1.977 4.123 4.379
H -2.609 0.279 1.850
C -0.660 -1.579 -0.215
H -4.016 3.084 -4.456
N -0.592 -1.534 2.135
H -2.592 -3.428 1.651
H -2.858 1.426 -2.142
H -1.088 -0.955 -2.028
O -1.848 -3.228 1.061
C -3.410 1.078 -4.879
C -2.389 0.111 -4.482
H -2.310 2.789 -4.172
H 2.743 -2.089 3.509
H -3.411 -1.616 2.492
H 1.957 -0.579 -1.252
C 2.778 -1.973 0.161
C 3.253 4.821 2.773
P 0.148 -3.221 -0.786
H 3.702 3.978 4.720
S 0.090 1.142 -0.400
P -3.120 -0.905 1.310
N -1.592 -0.653 -4.167
H 2.517 5.494 2.329
F -1.406 1.298 0.073
C 0.445 -0.548 0.277
H 0.806 -2.643 -1.885
H -4.580 1.670 -2.430
C -3.307 2.362 -4.047
O -1.541 -1.080 -1.176
P -1.277 -4.247 -2.078
H 3.345 -3.487 1.545
H 3.787 -1.273 2.579
C 1.935 -0.711 -0.162
C 4.299 2.613 2.390
H 2.264 3.006 2.098
C 2.645 -2.634 1.531
```

The SMILES is NCCC[C@]1(S(=O)(=O)F)C(=O)N[C@@](O)([PH2]=S)[C@]1(O)PP(=O)(O)O.CCCC#N.CCCC#N. The calculation puts the highest occupied orbital energy at -0.3329 Eh. As for the spin multiplicity: 1. For the LUMO energy, the calculation gives 0.20 eV.

Löwdin charges in e:
1. H 0.06
2. H 0.12
3. H 0.12
4. O -0.23
5. O 0.14
6. H 0.12
7. N 0.02
8. H 0.09
9. N 0.14
10. O -0.22
11. O -0.33
12. C -0.10
13. H 0.07
14. H 0.11
15. O -0.17
16. H 0.15
17. C -0.20
18. C -0.51
19. H 0.08
20. H 0.10
21. C -0.11
22. H 0.12
23. C -0.64
24. S 0.20
25. O -0.16
26. H 0.07
27. H 0.11
28. H 0.08
29. H -0.01
30. C -0.56
31. H 0.11
32. N 0.14
33. H 0.10
34. H 0.04
35. H 0.04
36. O -0.07
37. C -0.18
38. C -0.19
39. H 0.11
40. H 0.08
41. H -0.01
42. H 0.12
43. C -0.23
44. C -0.26
45. P 1.02
46. H 0.07
47. S 0.68
48. P 0.41
49. N 0.18
50. H 0.11
51. F -0.16
52. C -0.27
53. H -0.02
54. H 0.07
55. C -0.25
56. O -0.13
57. P 0.24
58. H 0.11
59. H 0.08
60. C -0.16
61. C -0.24
62. H 0.10
63. C -0.31


Here is the molecule C20H16Cl2N4O2S in a non-equilibrium geometry from the Open Molecules 2025 dataset. Energies are from ωB97M-V/def2-TZVPD.

Structure (XYZ):
```
45
Properties=species:S:1:pos:R:3
C 5.876 2.332 0.168
H -7.489 2.795 1.777
C 0.476 -1.431 -1.078
C 4.198 1.015 1.283
H -6.051 0.370 -2.261
H 3.374 0.945 1.972
O 2.244 -0.925 2.079
C -8.099 1.953 -0.094
H -8.405 1.025 -1.999
C 4.814 2.230 1.054
H 1.559 -4.466 -0.088
H 1.990 -3.482 2.210
Cl 6.635 3.855 -0.100
N 1.689 -1.767 -1.654
C 1.714 -3.396 0.073
C 2.569 -3.185 1.334
C -4.047 0.798 -0.599
N -1.408 -0.102 -1.130
H -3.847 0.271 -1.523
H 2.030 -1.223 -2.435
C -1.672 0.557 -0.069
N 4.076 -1.387 0.800
C -7.173 2.263 0.891
C -5.419 1.208 -0.391
Cl 7.636 1.291 -1.608
C 2.932 -1.709 1.470
H 4.523 -2.122 0.265
C -6.367 0.903 -1.375
H -0.887 0.806 0.651
C 4.643 -0.125 0.617
H -5.145 2.147 1.524
H 3.465 -3.803 1.261
H -3.118 1.528 1.162
C -7.689 1.270 -1.228
H 4.472 3.113 1.569
H -9.132 2.242 0.023
N -0.206 -0.464 -1.500
O 3.508 -3.120 -1.518
C 2.413 -2.780 -1.132
C -5.850 1.896 0.747
C 6.322 1.194 -0.500
S 0.082 -2.599 0.211
C -3.003 1.006 0.224
C 5.708 -0.025 -0.277
H 6.058 -0.899 -0.806
```

The SMILES is O=C(C[C@H]1S\C(=N/N=C/C=C/c2ccccc2)NC1=O)Nc1ccc(Cl)c(Cl)c1. The calculation puts the highest occupied orbital energy at -0.3001 Eh. As for the spin multiplicity: 1. For the LUMO energy, the calculation gives -0.17 eV.

Löwdin charges in e:
1. C -0.70
2. H 0.10
3. C -0.59
4. C 0.00
5. H 0.11
6. H 0.10
7. O 0.07
8. C -0.09
9. H 0.10
10. C -0.09
11. H 0.12
12. H 0.12
13. Cl 0.67
14. N 0.14
15. C -0.45
16. C -0.10
17. C -0.04
18. N 0.01
19. H 0.11
20. H 0.17
21. C -0.15
22. N 0.14
23. C -0.08
24. C -0.22
25. Cl 0.68
26. C -0.48
27. H 0.13
28. C -0.04
29. H 0.12
30. C -0.21
31. H 0.10
32. H 0.13
33. H 0.10
34. C -0.08
35. H 0.11
36. H 0.10
37. N 0.02
38. O 0.08
39. C -0.51
40. C -0.03
41. C -0.69
42. S 1.03
43. C -0.07
44. C -0.04
45. H 0.12


Here is a cluster of 2 separate species, C4H12 in total in a non-equilibrium geometry from the Open Molecules 2025 dataset. Energies are from ωB97M-V/def2-TZVPD.

Structure (XYZ):
```
16
Properties=species:S:1:pos:R:3
H 1.799 0.318 1.784
C -1.159 -1.376 -1.697
C 0.213 -1.123 -1.182
H 0.268 -1.560 -0.221
H 0.562 0.070 -1.236
H -1.151 -1.401 -2.775
H 1.623 1.497 0.509
H -0.607 0.349 1.961
H -1.581 -0.464 -1.663
H 1.560 2.173 2.111
C 1.215 1.206 1.404
H -0.926 1.050 0.586
H 0.855 -1.679 -1.903
C -0.301 1.184 1.509
H -1.769 -2.256 -1.369
H -0.602 2.011 2.183
```

The energy above the lowest of the compared OMol25 structures with the same formula, charge and spin is 47.3 kcal per mole. The SMILES is CC.CC. The calculation puts the highest occupied orbital energy at -0.4089 Eh. As for the spin multiplicity: 1. For the LUMO energy, the calculation gives 1.15 eV.

Löwdin charges in e:
1. H 0.08
2. C -0.20
3. C -0.19
4. H 0.04
5. H 0.13
6. H 0.06
7. H 0.00
8. H 0.00
9. H 0.01
10. H 0.12
11. C -0.18
12. H 0.07
13. H 0.07
14. C -0.18
15. H 0.10
16. H 0.07


Here is a structure of composition C19H20BrCoNO9P2S from the Open Molecules 2025 dataset. Energies are from ωB97M-V/def2-TZVPD.

Structure (XYZ):
```
54
Properties=species:S:1:pos:R:3
H -4.810 -0.164 -2.552
H 2.773 -0.242 -4.390
C -2.752 -2.300 -1.205
O -0.366 -2.191 3.835
H -4.515 1.419 -0.094
S -0.170 -2.785 -0.580
O 3.593 0.006 2.447
C -2.250 2.522 -2.007
H 2.478 -1.194 -2.128
C 1.780 -1.868 -5.373
H 0.779 -3.633 -6.079
C -1.557 -3.071 -1.692
H 0.488 -4.585 -3.824
H -6.251 -0.608 -0.438
C -3.518 2.098 -1.835
C -1.211 1.939 -1.210
O 0.000 -1.258 -0.831
C 1.446 -2.938 -2.829
O 1.680 -1.400 1.317
H -2.366 -0.568 -2.436
C -2.618 0.233 -0.420
H -1.746 -4.146 -1.682
O -0.816 0.139 4.730
H -5.359 2.305 -2.296
H -2.016 3.335 -2.677
C 2.095 -1.719 -2.995
H -1.235 -2.755 -2.686
C 1.244 -3.500 -1.458
H -3.626 -3.965 -0.265
O -0.799 -0.202 2.236
H 1.065 -4.577 -1.458
C -4.960 -2.235 -0.142
H -2.773 -0.194 0.571
H -0.713 1.088 4.588
C -2.902 -0.837 -1.524
C 1.138 -3.089 -5.216
P -0.222 -0.770 3.589
Br 0.484 2.729 -1.357
C -3.868 1.013 -0.877
H 2.067 -3.282 -0.775
P 2.082 -0.192 2.122
O -4.499 2.686 -2.515
C 2.260 -1.186 -4.264
O 1.349 -0.250 3.540
H 1.918 -1.453 -6.363
N -1.336 0.930 -0.422
C -3.718 -2.915 -0.516
C 0.971 -3.621 -3.947
Co 0.070 -0.061 0.632
O 1.536 1.015 1.338
H -5.649 -2.755 0.510
C -5.286 -1.054 -0.657
C -4.365 -0.293 -1.561
H 3.923 -0.437 3.240
```

Its charge is +1. The energy above the lowest of the compared OMol25 structures with the same formula, charge and spin is 29.1 kcal per mole. The calculation puts the highest occupied orbital energy (spin up / spin down) at -0.4299 / -0.4300 Eh. As for the spin multiplicity: 5. For the LUMO energy (spin up / spin down), the calculation gives -3.26 / -5.45 eV.

Löwdin charges in e:
1. H 0.16
2. H 0.11
3. C -0.23
4. O -0.21
5. H 0.17
6. S 1.11
7. O -0.03
8. C -0.03
9. H 0.12
10. C -0.07
11. H 0.11
12. C -0.26
13. H 0.12
14. H 0.12
15. C -0.26
16. C -0.70
17. O -0.55
18. C -0.29
19. O -0.29
20. H 0.16
21. C -0.19
22. H 0.11
23. O -0.06
24. H 0.14
25. H 0.12
26. C -0.04
27. H 0.10
28. C -0.25
29. H 0.12
30. O -0.33
31. H 0.11
32. C -0.05
33. H 0.15
34. H 0.10
35. C -0.13
36. C -0.06
37. P 0.29
38. Br 0.90
39. C -0.11
40. H 0.10
41. P 0.23
42. O 0.14
43. C -0.06
44. O -0.22
45. H 0.11
46. N -0.05
47. C -0.01
48. C -0.05
49. Co 0.87
50. O -0.30
51. H 0.11
52. C -0.04
53. C -0.16
54. H 0.12